(1)
25
Properties=species:S:1:pos:R:3:forces:R:3:mulliken_charge:R:1 method="wB97M-V/def2-TZVPD" homo_lumo_gap_ha=0.4286 homo_energy_ev=-18.062 lumo_energy_ev=-6.401 total_charge=+2 e_above_lowest_kcal_mol=30.3 spin_multiplicity=1
Ba -0.634520 -0.159320 0.349000 0.67 -0.51 -0.58 1.5640
O 1.056480 0.617680 2.521000 -2.35 -1.07 0.32 -0.5228
H 1.785480 1.131680 2.254000 1.35 1.30 -0.09 0.2453
H 0.383480 1.179680 2.954000 1.04 -0.04 -0.05 0.3266
O -0.728520 1.415680 -2.115000 -0.18 0.32 0.38 -0.5357
H -1.597520 1.831680 -2.235000 0.31 -0.01 -0.27 0.3240
H -0.078520 2.049680 -2.454000 -0.42 -0.08 -0.18 0.2597
O -2.607520 -0.878320 -1.755000 0.75 1.21 0.65 -0.4788
H -2.705520 -0.531320 -2.640000 0.11 0.24 -0.41 0.2765
H -3.042520 -1.705320 -1.791000 -0.92 -1.46 0.06 0.2597
O 1.910480 0.753680 -0.770000 0.50 0.31 1.58 -0.5124
H 2.410480 1.353680 -0.179000 0.15 -0.93 0.14 0.2960
H 1.688480 1.434680 -1.377000 -0.60 0.61 -1.61 0.2637
O 0.293480 -1.574320 -1.912000 0.05 -0.65 -0.73 -0.4736
H 0.035480 -2.440320 -2.274000 -0.20 0.28 0.40 0.2520
H 0.970480 -1.329320 -2.557000 0.14 0.37 0.30 0.2734
O -0.269520 2.646680 0.700000 0.37 -0.63 0.63 -0.4366
H -0.126520 3.324680 1.362000 0.23 0.14 0.53 0.2708
H -0.761520 3.123680 0.056000 -0.73 0.60 -1.17 0.2552
O 1.383480 -2.148320 0.760000 -0.73 0.21 0.11 -0.4847
H 1.090480 -3.063320 0.778000 0.22 -0.20 -0.03 0.2624
H 2.333480 -2.168320 0.861000 0.40 -0.03 0.04 0.2644
O -1.032520 -1.501320 2.793000 -1.16 3.15 -0.95 -0.4813
H -1.017520 -1.040320 3.633000 -0.18 0.38 0.27 0.2804
H -0.739520 -2.323320 3.038000 1.17 -3.52 0.64 0.2517


(2)
61
Properties=species:S:1:pos:R:3:forces:R:3:mulliken_charge:R:1 method="wB97M-V/def2-TZVPD" homo_lumo_gap_ha=0.3861 homo_energy_ev=-15.626 lumo_energy_ev=-5.120 total_charge=+2 e_above_lowest_kcal_mol=40.1 spin_multiplicity=1
Ba 10.641135 11.921342 -16.135450 0.44 -0.68 0.84 0.7074
O 10.506043 7.737563 -18.328397 -0.17 0.35 -0.07 -0.5375
H 9.883843 7.172871 -17.869882 -0.24 -0.25 0.19 0.2430
H 10.813313 7.208233 -19.064346 0.35 -0.40 -0.06 0.2764
O 13.222395 11.940941 -14.621739 -0.57 0.94 -0.50 -0.3417
H 13.323282 12.339000 -13.757090 -0.04 0.08 0.32 0.2410
H 13.914291 11.280855 -14.664254 0.16 -0.83 0.07 0.2481
O 7.269644 14.336266 -14.637363 0.52 -0.43 0.76 -0.5650
H 6.646522 14.631056 -15.301491 -0.40 0.35 -0.61 0.3085
H 6.971263 14.750491 -13.827657 -0.16 0.15 0.28 0.2520
O 8.772647 11.819221 -11.674972 0.01 -0.19 -0.08 -0.6533
H 8.829070 12.587198 -11.106419 0.17 0.14 0.29 0.2986
H 7.975352 11.957267 -12.186350 -0.33 -0.01 -0.12 0.2938
O 13.828837 9.400502 -18.888101 0.07 -0.23 0.14 -0.5790
H 13.129433 9.985285 -19.179803 -0.27 0.00 -0.05 0.2823
H 14.613260 9.949018 -18.881750 0.33 0.03 -0.04 0.2935
O 14.644747 9.571950 -14.362594 0.00 0.31 -0.13 -0.6256
H 15.349179 9.610502 -15.009526 0.43 -0.11 -0.13 0.3180
H 14.372920 8.654170 -14.358204 -0.12 -0.25 0.18 0.2853
O 10.090168 10.534959 -13.740104 0.46 -0.43 -0.61 -0.2890
H 10.214734 9.615177 -13.506169 0.18 -0.26 -0.04 0.2104
H 9.732199 10.937474 -12.948855 -0.24 0.62 0.62 0.2656
O 9.101216 10.397307 -18.173347 -0.11 0.31 0.30 -0.2703
H 8.164002 10.538544 -18.307153 -0.34 0.11 0.28 0.1872
H 9.362228 9.821739 -18.892255 0.52 -0.26 -0.26 0.1833
O 11.765577 12.055178 -18.613389 0.17 0.27 0.18 -0.0028
H 11.504328 11.421564 -19.281610 -0.34 -0.45 -0.17 0.2203
H 12.477458 12.550900 -19.017992 0.19 0.36 -0.04 0.1416
O 11.093634 9.822899 -20.170125 -0.16 0.28 -0.01 -0.5065
H 10.974451 10.263231 -21.011633 0.03 0.15 -0.54 0.2495
H 10.836693 8.915769 -20.335428 0.13 -0.30 0.02 0.2085
O 10.234559 14.146194 -21.000462 0.78 0.09 -0.37 -0.6431
H 10.413586 14.583645 -20.168102 0.03 0.14 0.23 0.2733
H 9.481813 13.583507 -20.818818 -0.28 0.01 0.04 0.4043
O 9.935190 13.594201 -14.132448 0.58 -0.13 0.09 -0.3356
H 10.270796 14.309476 -13.592100 0.27 0.14 0.10 0.2120
H 9.008835 13.801101 -14.256104 -0.93 0.21 -0.31 0.3014
O 9.643565 16.092612 -18.127080 0.10 -0.34 0.08 -0.5768
H 9.766581 16.786793 -18.774530 -0.13 0.26 -0.33 0.2801
H 10.321634 16.253531 -17.470905 0.14 0.25 0.29 0.2505
O 7.946349 13.205412 -20.058246 -0.21 -0.44 0.50 -0.6179
H 7.513032 12.381819 -20.282235 -0.19 -0.31 -0.20 0.2753
H 7.267815 13.871428 -20.168932 -0.19 0.40 -0.19 0.2810
O 8.029479 11.303409 -15.535193 0.31 1.13 -0.30 -0.3942
H 7.751196 10.391984 -15.625159 -0.24 -0.78 0.14 0.3797
H 7.254476 11.759724 -15.207501 -0.13 0.40 0.07 0.1770
O 5.970942 14.563838 -16.970676 -0.22 -0.13 0.06 -0.7127
H 5.832561 14.938571 -17.840536 -0.21 0.34 -0.07 0.3176
H 6.726874 13.986116 -17.075729 0.53 -0.33 -0.17 0.2931
O 12.212057 14.301505 -16.324934 -0.32 -0.04 -0.15 -0.4337
H 13.041401 13.956134 -15.994585 0.46 -0.28 0.36 0.2636
H 12.453427 15.104325 -16.786945 0.07 0.22 -0.16 0.2273
O 6.969559 8.962186 -15.592390 -0.04 -0.45 -0.18 -0.5330
H 6.622474 8.506496 -16.359276 -0.12 -0.13 -0.26 0.2570
H 6.498496 8.579463 -14.852225 -0.11 -0.08 0.38 0.2629
O 8.917685 13.527038 -17.328039 -0.31 -0.30 0.55 -0.2647
H 9.199181 14.423498 -17.510634 0.01 0.75 -0.32 0.3259
H 8.720716 13.157337 -18.188713 -0.17 -0.11 -0.72 0.2369
O 11.937826 9.399381 -16.412933 -0.35 0.62 0.50 -0.2679
H 11.249676 9.060906 -16.985743 -0.13 -0.54 -0.52 0.2254
H 12.600586 8.708867 -16.400068 0.30 -0.01 -0.15 0.1916


(3)
2
Properties=species:S:1:pos:R:3:forces:R:3:mulliken_charge:R:1 method="wB97M-V/def2-TZVPD" homo_lumo_gap_ha=0.2637 homo_energy_ev=-16.984 lumo_energy_ev=-9.808 total_charge=+1 e_above_lowest_kcal_mol=10.8 spin_multiplicity=1
Be 0.390815 0.167990 -1.003955 -1.63 -0.70 4.19 0.9561
Cl -0.390815 -0.167990 1.003955 1.63 0.70 -4.19 0.0439


(4)
5
Properties=species:S:1:pos:R:3:forces:R:3:mulliken_charge:R:1 method="wB97M-V/def2-TZVPD" homo_lumo_gap_ha="0.2380 / 0.1456" homo_energy_ev="-6.037 / -6.039" lumo_energy_ev="0.440 / -2.078" total_charge=-1 spin_multiplicity=2
Be 0.039458 -0.526646 0.268161 1.08 1.40 -2.05 0.8751
Cl 2.900563 -0.410801 0.602224 -2.34 -0.25 0.03 -0.6119
Cl -2.903173 -0.334908 0.132421 1.77 0.13 0.52 -0.4134
Cl -0.132202 1.965169 1.660526 -0.38 -1.31 -0.69 -0.2136
Cl 0.095354 -0.692815 -2.663332 -0.12 0.02 2.19 -0.6363


(5)
15
Properties=species:S:1:pos:R:3:forces:R:3:mulliken_charge:R:1 method="wB97M-V/def2-TZVPD" homo_lumo_gap_ha=0.3319 homo_energy_ev=-9.511 lumo_energy_ev=-0.480 spin_multiplicity=1
Be 0.701403 -0.094810 0.186177 -1.68 1.41 0.78 0.1580
F 0.994105 1.137286 1.048505 1.28 -1.06 -1.17 -0.4266
F -0.590144 -0.817716 0.622010 1.50 0.20 -0.79 -0.4411
O 0.559898 0.641469 -1.485283 0.41 -0.31 0.08 -0.4048
H -0.320651 0.832257 -1.786397 -1.10 -0.40 -0.12 0.3322
H 1.039639 1.430039 -1.745529 0.49 0.17 0.33 0.3412
O -2.040389 -1.558929 -1.491804 0.16 -0.09 -1.28 -0.6723
H -1.663611 -1.387443 -0.630329 0.06 0.16 0.89 0.3951
H -2.993078 -1.571928 -1.442696 -0.20 0.03 0.32 0.3066
O 2.005062 -1.084076 -0.003837 -0.20 -0.92 0.37 -0.3279
H 1.882011 -1.778843 0.671159 0.21 0.14 -0.34 0.3682
H 2.904397 -0.752914 0.060451 0.11 0.18 0.15 0.3763
O -0.951330 1.739703 2.388486 0.15 -0.15 -0.41 -0.6933
H -0.093684 1.342766 2.045830 -1.42 0.79 0.57 0.4423
H -1.433629 1.923139 1.563255 0.24 -0.15 0.62 0.2460


(6)
13
Properties=species:S:1:pos:R:3:forces:R:3:mulliken_charge:R:1 method="wB97M-V/def2-TZVPD" homo_lumo_gap_ha=0.5334 homo_energy_ev=-22.817 lumo_energy_ev=-8.303 total_charge=+2 e_above_lowest_kcal_mol=9.9 spin_multiplicity=1
Be -7.630979 7.604259 21.956672 0.44 0.03 0.56 0.2740
O -7.085730 5.994969 21.593630 -0.48 1.05 0.46 -0.4071
H -7.167196 5.383744 22.347334 0.46 -0.43 -0.56 0.3989
H -6.688582 5.596888 20.791566 -0.24 -0.10 0.58 0.3860
O -7.664433 8.501238 20.541963 1.07 -0.71 0.46 -0.3070
H -8.481259 8.600001 20.047269 -0.39 0.23 -0.45 0.4038
H -6.910195 8.466519 19.901130 -0.69 0.29 0.48 0.4214
O -9.130829 7.448266 22.782843 1.66 -1.65 -1.03 -0.3964
H -9.866766 7.995699 22.550922 -1.19 0.94 -0.04 0.4120
H -9.427902 6.520155 22.623843 -0.24 0.64 0.47 0.3987
O -6.546020 8.083857 23.246014 1.32 -0.21 -0.38 -0.3877
H -6.455086 8.877560 23.821078 -0.66 -0.27 -0.42 0.3935
H -5.616536 7.724224 23.252723 -1.07 0.20 -0.14 0.4100


(7)
7
Properties=species:S:1:pos:R:3:forces:R:3:mulliken_charge:R:1 method="wB97M-V/def2-TZVPD" homo_lumo_gap_ha="0.2794 / 0.2543" homo_energy_ev="-7.001 / -10.692" lumo_energy_ev="0.603 / -3.771" e_above_lowest_kcal_mol=13.9 spin_multiplicity=3
F -0.713266 1.869572 0.067501 0.21 -0.64 0.06 -0.2076
Si 0.448781 0.757686 -0.142186 0.91 2.13 0.22 0.5334
P -0.784560 -1.460669 1.079447 -0.58 -0.76 0.97 -0.1360
Br 2.277652 1.698911 0.837332 -0.30 -0.20 -0.10 -0.2347
Br 0.733408 0.651597 -2.312488 0.01 -0.13 -0.75 -0.1675
H -0.215311 -2.507135 0.326931 -0.28 -0.06 -0.20 0.1058
H -1.746704 -1.009961 0.143463 0.03 -0.35 -0.19 0.1066


(8)
9
Properties=species:S:1:pos:R:3:forces:R:3:mulliken_charge:R:1 method="wB97M-V/def2-TZVPD" homo_lumo_gap_ha="0.2305 / 0.2439" homo_energy_ev="-6.370 / -10.355" lumo_energy_ev="-0.097 / -3.718" e_above_lowest_kcal_mol=36.1 spin_multiplicity=3
N -0.554451 -0.050130 0.046759 -0.94 -2.75 1.72 -0.4812
N 1.141525 -2.354765 -0.611584 -2.50 1.25 0.50 -0.1964
O -1.004680 -1.340527 -2.047735 -0.22 -0.15 0.69 -0.4453
O -1.468897 -2.374766 0.248098 -0.34 0.30 -0.35 -0.4632
S -0.739214 -1.547974 -0.656071 0.13 0.38 1.29 0.9720
Br 2.128640 -1.463727 -1.856383 2.67 1.90 -1.41 -0.0129
Br 0.588867 -4.004452 -1.200135 -0.08 -3.67 -0.27 0.0184
H 0.024509 -0.208156 0.886583 -0.34 0.56 -0.52 0.3141
H -0.126915 0.437966 -0.660410 1.61 2.17 -1.65 0.2945


(9)
7
Properties=species:S:1:pos:R:3:forces:R:3:mulliken_charge:R:1 method="wB97M-V/def2-TZVPD" homo_lumo_gap_ha=0.2655 homo_energy_ev=-4.379 lumo_energy_ev=2.845 total_charge=-1 e_above_lowest_kcal_mol=41.2 spin_multiplicity=1
O 1.224518 1.518954 -0.509553 -1.34 -0.59 1.12 -0.5305
O -1.197664 1.510846 0.153426 0.54 0.37 0.10 -0.5208
O 0.464838 0.437482 1.632463 -0.33 0.40 -2.25 -0.4721
P -0.487520 -1.172021 -1.269243 1.80 1.72 1.44 0.0827
S 0.122713 0.911885 0.268001 0.82 -0.04 -0.52 0.8720
Br 1.717259 -1.774229 -0.714891 -0.85 -0.54 -0.21 -0.2538
Br -1.844144 -1.432917 0.439797 -0.62 -1.32 0.32 -0.1775


Strongest force on any atom / eV Å⁻¹: 3.76 1.21 4.55 2.70 2.33 2.56 2.33 3.68 2.87